[1]
An isolated molecule of C16H15F3N4O3S in a non-equilibrium geometry. Source: the OMol25 dataset; level of theory: ωB97M-V/def2-TZVPD.

## Properties
Electronic energy in Eh: -1761.1640
HOMO-LUMO gap in eV: 8.888
Strongest force on any atom in eV Å⁻¹: 4.6
HOMO energy in hartree: -0.324
SMILES: Cc1nc(-c2nc(C(F)(F)F)cn2-c2ccc(S(=O)(=O)N(C)C)cc2)co1

Geometry as XYZ:
```
42
C16H15F3N4O3S | the OMol25 dataset | ωB97M-V/def2-TZVPD
S 0.0418 2.4673 4.2568
F -2.0488 1.1844 -5.6121
F -3.8162 1.3650 -4.1314
F -3.2767 -0.6532 -4.6781
O 0.7942 3.7057 4.3196
O -1.2652 2.5451 4.8297
O 3.2116 -1.8584 -2.5302
N -0.4308 -0.1337 -3.5173
N 2.3542 -0.3667 -1.1033
N -0.6428 0.6905 -1.4311
N 0.9842 1.2548 5.1133
C 0.7033 2.4298 1.5533
C -1.3836 0.5883 0.8719
C 1.4741 -0.6508 -2.1318
C 4.6283 -1.1579 -0.7706
C 0.1839 0.0168 -2.3659
C 0.5012 2.0603 0.2197
C -2.7597 0.5728 -4.5194
C 2.0171 -1.4602 -3.0363
C -1.8329 0.8570 -2.0673
C -0.1201 1.8829 2.5221
C -1.1350 0.9431 2.2295
C -1.7249 0.4178 -3.3443
C 0.1706 0.2086 5.7112
C 2.3515 0.9744 4.6757
C 3.3077 -1.2258 -1.3299
C -0.5027 1.1138 -0.1304
H 0.7346 -0.6824 5.9946
H 4.5763 -0.4668 0.0374
H 2.3496 0.2818 3.7977
H 2.8561 1.8948 4.3442
H 1.4712 3.0886 1.9841
H -2.7154 1.3903 -1.6736
H -0.3537 0.5563 6.5757
H 5.2001 -0.7106 -1.5177
H 1.0644 2.5244 -0.5819
H 1.7016 -1.7630 -3.9740
H 4.9870 -2.1474 -0.3685
H -2.0752 -0.1380 0.6563
H -0.4961 -0.2499 4.9675
H 2.8811 0.4238 5.4068
H -1.7403 0.4518 2.9733
```



[2]
A structure of composition C16H15KN5. Source: the OMol25 dataset; level of theory: ωB97M-V/def2-TZVPD.

## Properties
Electronic energy in Eh: -1492.3318
HOMO-LUMO gap in eV: 8.625
Energy relative to the best compared isomer or geometry (same formula, charge and spin) in kcal per mole: 0.0
Strongest force on any atom in eV Å⁻¹: 0.4
HOMO energy in hartree: -0.420
Total charge: +1

Geometry as XYZ:
```
37
C16H15KN5 | the OMol25 dataset | ωB97M-V/def2-TZVPD
K -0.0017 -1.3616 -1.4896
N 3.6395 0.3549 1.4433
N 2.1214 -0.1298 -0.1079
N -3.6375 0.3546 1.4399
N -2.1211 -0.1312 -0.1126
N 0.0006 -0.0788 1.5768
C -6.0909 -0.1672 -1.2887
C -4.3591 0.1167 0.2805
C -2.3254 0.1936 1.1399
C 3.3972 -0.1812 -0.6782
C 6.0899 -0.1645 -1.2885
C 5.7222 0.1333 0.0079
C 4.3597 0.1180 0.2827
C -3.7889 -0.4776 -1.9867
C 1.2354 0.4194 2.1491
C 2.3271 0.1938 1.1444
C -1.2346 0.4227 2.1446
C 5.1361 -0.4635 -2.2734
C 3.7871 -0.4747 -1.9843
C -5.7219 0.1315 0.0071
C -3.3976 -0.1830 -0.6812
C -5.1382 -0.4669 -2.2744
H 3.0612 -0.6923 -2.7589
H -1.4643 -0.0990 3.0774
H 0.0033 0.2180 0.6081
H -7.1397 -0.1685 -1.5521
H 7.1383 -0.1654 -1.5531
H -5.4708 -0.6893 -3.2787
H 5.4677 -0.6852 -3.2783
H 1.2019 1.4950 2.3851
H -3.0637 -0.6959 -2.7618
H -6.4584 0.3637 0.7638
H 4.0195 0.6016 2.3409
H 6.4595 0.3651 0.7639
H 1.4636 -0.1075 3.0794
H -4.0164 0.6020 2.3379
H -1.2010 1.4995 2.3755
```



[3]
A structure of composition C16H15N2O9P2ReS5Sb. Source: the OMol25 dataset; level of theory: ωB97M-V/def2-TZVPD.

## Properties
Electronic energy in Eh: -4398.0793
HOMO-LUMO gap (spin up / spin down) in eV: 6.501 / 6.717
Energy relative to the best compared isomer or geometry (same formula, charge and spin) in kcal per mole: 39.4
Strongest force on any atom in eV Å⁻¹: 1.0
HOMO energy (spin up / spin down) in hartree: -0.086 / -0.094
Multiplicity: 4
⟨S²⟩: 3.781
Total charge: -2

Geometry as XYZ:
```
51
C16H15N2O9P2ReS5Sb | the OMol25 dataset | ωB97M-V/def2-TZVPD
Re 0.3915 -0.4062 1.8052
Sb -2.9483 -1.4837 2.4078
S -3.8364 -1.7015 4.4728
S 0.3532 1.4828 -0.6009
S -4.2709 -1.9748 0.6342
S -0.7175 -2.4090 2.1899
S -1.7092 0.5471 2.0683
P 3.3522 1.0134 2.1785
P 1.3718 1.2032 4.3214
O 0.5380 2.0702 0.7308
O 3.5949 2.1314 1.0757
O 1.9103 1.2447 5.6898
O 1.2418 1.9602 -1.6314
O 4.6183 0.6401 2.8153
O 0.1809 2.2533 4.1256
O 2.3566 1.8040 3.1934
O 2.4725 -0.1114 1.5645
O 0.8997 -0.1850 3.7895
N 0.4315 -0.1070 -0.3718
N 1.6878 -2.3712 0.4769
C -3.9712 2.2308 -1.7489
C 2.4769 -2.9380 -1.7281
C 1.9676 -1.4704 -3.5381
C -3.1856 1.3400 -2.4822
C -1.8555 1.1384 -2.1669
C 3.0124 -4.3261 0.1632
C 1.1380 -0.8936 -1.3180
C -2.0496 2.7369 -0.3722
C 3.0994 -4.0812 -1.1708
C 2.2779 -3.4247 0.9659
C 2.5630 -2.6143 -3.1029
C -1.2958 1.8359 -1.1010
C 1.2611 -0.6169 -2.6603
C -3.3814 2.9374 -0.7116
C -5.4402 2.3822 -2.0574
C 1.7728 -2.0927 -0.8469
H -3.6358 0.7680 -3.2882
H 0.8455 0.2956 -3.0644
H 3.1136 -3.2622 -3.7755
H 2.1704 -3.5848 2.0344
H 2.7546 2.4437 0.6983
H 2.0329 -1.1911 -4.5835
H 3.4944 -5.1837 0.6158
H -5.5972 2.8009 -3.0558
H -5.9278 3.0362 -1.3329
H -1.6060 3.2464 0.4729
H -3.9843 3.6149 -0.1147
H -5.9385 1.4108 -2.0188
H -0.4010 2.2065 4.8931
H 3.6490 -4.7485 -1.8265
H -1.2778 0.4030 -2.7134
```



[4]
An isolated molecule of C16H15NO4. Source: the OMol25 dataset; level of theory: ωB97M-V/def2-TZVPD.

## Properties
Electronic energy in Eh: -974.4566
HOMO-LUMO gap in eV: 8.902
Energy relative to the best compared isomer or geometry (same formula, charge and spin) in kcal per mole: 2.5
Strongest force on any atom in eV Å⁻¹: 0.6
HOMO energy in hartree: -0.317
SMILES: COc1ccccc1CC(=O)NC(=O)c1ccccc1O

Geometry as XYZ:
```
36
C16H15NO4 | the OMol25 dataset | ωB97M-V/def2-TZVPD
O 1.8079 -0.0245 -1.4073
O -0.3595 1.6970 1.1477
O -0.1315 -2.1338 -0.0732
O 0.5320 1.0780 3.5506
N -0.9099 0.0152 -0.2292
C -1.0753 -2.0403 4.4085
C -0.1952 -0.0369 3.4054
C 0.9292 2.4474 -3.9909
C -0.6823 0.5179 1.0498
C -0.2436 1.8851 -4.4561
C -0.8450 -0.3686 2.1966
C 1.1923 0.6528 -2.4155
C -1.7738 -2.3327 3.2423
C -0.3001 -0.9051 4.4933
C -0.0013 0.0754 -2.8835
C -1.6546 -1.5074 2.1478
C -0.4758 -1.2104 -2.2648
C 2.9308 0.5518 -0.7846
C -0.4598 -1.1933 -0.7433
C 1.6473 1.8400 -2.9731
C -0.7032 0.7027 -3.8975
H 2.6905 1.5310 -0.3587
H 1.2953 3.3693 -4.4166
H -1.6215 0.2598 -4.2552
H 2.5588 2.2974 -2.6231
H 3.2021 -0.1343 0.0161
H 0.1636 -2.0406 -2.5746
H 0.4166 1.6303 2.7471
H -0.8021 2.3622 -5.2462
H -2.2066 -1.7243 1.2476
H 0.2267 -0.6484 5.3988
H -1.1536 -2.6973 5.2619
H -0.9606 0.7624 -0.9180
H 3.7705 0.6483 -1.4798
H -2.4042 -3.2067 3.1937
H -1.4967 -1.4274 -2.5889
```



[5]
A structure of composition C16H15O7S8SbTc. Source: the OMol25 dataset; level of theory: ωB97M-V/def2-TZVPD.

## Properties
Electronic energy in Eh: -4652.0561
HOMO-LUMO gap (spin up / spin down) in eV: 6.786 / 6.770
Energy relative to the best compared isomer or geometry (same formula, charge and spin) in kcal per mole: 0.0
Strongest force on any atom in eV Å⁻¹: 0.3
HOMO energy (spin up / spin down) in hartree: -0.095 / -0.094
Multiplicity: 2
⟨S²⟩: 0.784
Total charge: -2

Geometry as XYZ:
```
48
C16H15O7S8SbTc | the OMol25 dataset | ωB97M-V/def2-TZVPD
Sb -2.2597 3.7730 1.7360
Tc 0.5496 1.5399 0.2355
S -1.1857 4.4765 -0.3942
S -4.4732 3.4562 1.3899
S 1.6432 3.9507 -1.0375
S 3.3808 1.1736 0.6196
S -3.0863 -0.5385 0.0578
S -1.5672 5.3119 3.2350
S 1.3363 -1.2566 2.1350
S -1.0824 1.7105 1.9181
O 4.5918 1.9008 0.3576
O 0.7816 -0.5192 0.9759
O 0.8449 -2.6187 2.1423
O -3.9889 -0.0613 -1.0307
O 2.5598 0.8944 -0.5878
O 2.4797 1.7511 1.6238
O 1.2671 -0.5493 3.3840
C -2.0461 1.4668 -2.8479
C -0.7821 -0.6025 -2.8029
C 3.0979 -1.4164 1.7713
C 5.2806 -0.6930 1.0506
C -1.0702 0.6564 -2.2696
C 0.2365 3.5108 -0.3356
C 3.6587 -2.6338 2.1421
C -3.1956 -2.3383 0.0597
C -2.4368 -0.2302 -4.5043
C -1.4725 -1.0428 -3.9178
C -2.7190 1.0192 -3.9722
C 5.8276 -1.9082 1.4298
C -0.3696 1.0973 -1.1002
C 5.0115 -2.8832 1.9777
C -3.9511 -0.2837 1.6050
C 3.9236 -0.4347 1.2145
H -2.7435 -2.6863 -0.8676
H 3.0007 -3.3846 2.5566
H -3.4875 1.6382 -4.4166
H -3.2966 -0.5853 2.4228
H -4.8839 -0.8506 1.5936
H -1.2599 -2.0207 -4.3322
H -4.1525 0.7868 1.6671
H -2.9782 -0.5806 -5.3750
H -4.2454 -2.6323 0.1024
H -0.0264 -1.2143 -2.3263
H -2.6345 -2.7247 0.9112
H 5.8961 0.0848 0.6227
H 5.4223 -3.8402 2.2769
H 6.8873 -2.0870 1.2936
H -2.2827 2.4184 -2.3896
```



[6]
A structure of composition C16H16BMgN9O7 in a non-equilibrium geometry. Source: the OMol25 dataset; level of theory: ωB97M-V/def2-TZVPD.

## Properties
Electronic energy in Eh: -1863.5903
HOMO-LUMO gap (spin up / spin down) in eV: 5.544 / 5.545
Energy relative to the best compared isomer or geometry (same formula, charge and spin) in kcal per mole: 0.0
Strongest force on any atom in eV Å⁻¹: 3.4
HOMO energy (spin up / spin down) in hartree: -0.305 / -0.305

Geometry as XYZ:
```
50
C16H16BMgN9O7 | the OMol25 dataset | ωB97M-V/def2-TZVPD
Mg -0.7424 2.8196 -0.0253
O 5.3173 5.0742 3.7935
O 3.4810 -0.6052 1.7362
O 1.3577 6.0882 1.3651
O 0.9295 2.0125 0.5660
O -0.0520 4.5957 0.6161
O 6.0176 3.0024 3.9832
O 1.8362 -2.5472 0.6879
N -2.7298 -1.4846 -1.1229
N -1.5357 -2.0629 -0.7549
N -2.6088 0.3642 0.4339
N -1.6335 0.5090 -1.9456
N 1.0788 4.9035 1.1663
N -1.9209 1.4625 0.9120
N 2.6080 0.2299 1.3905
N 5.2071 3.8543 3.5599
N -0.8480 1.6100 -1.6689
C 2.8907 1.5661 1.7509
C 4.0871 3.3936 2.7649
C 3.1430 4.3241 2.3000
C -2.9966 -3.6785 -1.3463
C 0.1726 1.5977 -2.5533
C -1.1929 -0.0800 -3.0877
C -3.6214 -2.4391 -1.4755
C 1.2814 -1.7462 -0.2841
C -0.0171 0.5549 -3.4734
C -1.6921 -3.3934 -0.8929
C -3.0683 -0.3662 1.4825
C 2.0230 3.8954 1.5780
C -2.5521 0.1851 2.6507
C -1.8302 1.3195 2.2521
C 1.8901 2.4782 1.2593
C 3.9696 2.0236 2.5002
B -2.8366 0.0767 -1.0706
H 0.6174 0.3032 -4.3020
H 2.4482 -1.8668 1.0239
H -1.7281 -0.8892 -3.5640
H -3.8849 0.4488 -1.4794
H 1.4658 -0.6654 -0.1538
H -4.6203 -2.1745 -1.7897
H -3.4095 -4.6486 -1.5466
H -2.6874 -0.1742 3.6531
H 1.6573 -2.0541 -1.2734
H -3.7326 -1.2080 1.3505
H -1.2901 2.0266 2.8748
H 0.9757 2.3268 -2.5212
H -0.8864 -4.0839 -0.6732
H 3.2716 5.3818 2.5106
H 4.7043 1.3149 2.8695
H 0.1776 -1.8957 -0.2398
```